Formula: C36H49BN9O5RhS3
Source: the OMol25 dataset
Level of theory: ωB97M-V with the def2-TZVPD basis set

The expectation value of S² is 6.045. The total charge is +2. Its spin multiplicity is 5. The total energy comes out at -3599.67253 Eh. Its energy above the lowest of the compared OMol25 structures with the same formula, charge and spin is 0.000 eV. The HOMO energy (spin up / spin down) is -12.88 / -13.92 eV. The value obtained for the LUMO energy (spin up / spin down) is -5.96 / -8.00 eV. As for the molar mass: 897.76 g mol⁻¹.

XYZ file:
```
104
Properties=species:S:1:pos:R:3:forces:R:3:mulliken_spin:R:1
Rh 0.221 -1.927 -1.500 -0.002 -0.022 -0.186 1.481
C -2.804 1.665 -4.272 0.002 -0.012 0.006 -0.004
C -2.009 1.865 -3.022 0.010 0.005 0.006 -0.056
C -2.046 3.021 -2.299 -0.005 -0.017 0.010 0.014
C -1.225 3.186 -1.159 -0.022 0.026 -0.026 0.002
N -0.468 2.209 -0.731 -0.002 -0.008 0.000 0.002
N -0.485 1.047 -1.389 0.056 -0.074 -0.074 0.074
B 0.528 -0.010 -0.856 0.087 0.012 -0.070 -0.134
N 0.508 -0.184 0.698 -0.064 -0.011 0.008 0.087
N -0.374 0.469 1.418 0.020 0.032 0.005 0.027
C -0.382 0.283 2.728 0.023 -0.038 0.037 -0.004
C 0.589 -0.520 3.348 0.004 0.011 -0.017 -0.002
C 1.477 -1.250 2.595 -0.010 0.003 -0.002 -0.009
C 2.457 -2.208 3.191 0.000 -0.003 -0.007 0.014
C 1.359 -1.096 1.202 -0.010 -0.012 0.073 -0.009
S 2.160 -2.134 0.069 -0.083 -0.024 0.041 0.876
C -1.463 0.982 3.528 0.013 -0.009 0.014 0.007
C -0.816 2.151 4.286 0.030 0.001 0.015 0.006
C -2.071 -0.013 4.529 -0.024 0.038 -0.009 0.002
C -2.565 1.507 2.609 0.017 0.001 -0.039 0.007
N 1.956 0.525 -1.297 -0.034 0.010 -0.038 0.084
N 2.478 1.472 -0.523 0.038 -0.019 0.009 0.038
C 3.616 2.024 -0.888 -0.015 -0.014 -0.011 0.011
C 4.232 1.660 -2.105 -0.023 0.019 -0.014 0.005
C 3.696 0.689 -2.905 -0.004 -0.015 0.005 -0.052
C 4.321 0.254 -4.191 -0.004 -0.003 -0.006 -0.012
C 2.509 0.080 -2.429 -0.008 0.049 0.050 0.066
S 1.791 -1.286 -3.227 0.019 0.000 0.014 0.565
C 4.205 3.088 0.020 -0.017 0.015 0.000 0.002
C 3.612 2.989 1.427 -0.004 -0.004 -0.017 0.002
C 5.729 2.932 0.104 0.001 -0.013 0.011 0.002
C 3.863 4.453 -0.602 0.033 -0.012 0.009 0.003
C -1.147 0.844 -2.533 -0.045 0.067 -0.020 0.066
S -0.918 -0.610 -3.436 -0.012 -0.071 0.037 0.569
C -1.177 4.504 -0.410 0.010 0.029 0.000 0.004
C -0.217 4.416 0.773 -0.044 0.007 0.057 0.001
C -0.694 5.595 -1.379 0.025 -0.025 0.019 0.003
C -2.587 4.844 0.092 -0.018 0.011 -0.006 0.002
H -3.422 2.536 -4.475 0.002 0.001 -0.006 0.000
H -3.448 0.789 -4.189 0.002 0.001 0.002 -0.004
H -2.143 1.497 -5.124 -0.002 0.001 0.001 0.002
H -2.686 3.833 -2.620 0.011 0.005 0.001 0.002
H 0.607 -0.603 4.427 0.010 -0.002 -0.014 0.003
H 2.470 -2.118 4.275 0.001 -0.001 -0.002 0.000
H 3.462 -2.030 2.809 0.000 0.005 -0.001 0.000
H 2.186 -3.232 2.928 -0.001 0.001 0.002 -0.004
H -0.038 1.806 4.969 0.003 0.001 -0.002 -0.001
H -1.573 2.665 4.879 0.000 0.000 0.001 0.000
H -0.372 2.873 3.598 -0.009 -0.015 0.018 0.000
H -1.356 -0.334 5.287 -0.009 0.006 -0.004 0.000
H -2.460 -0.899 4.023 -0.006 0.000 -0.001 0.000
H -2.898 0.467 5.052 0.002 -0.005 0.005 -0.001
H -2.179 2.220 1.881 -0.008 -0.033 0.041 0.000
H -3.328 2.000 3.212 -0.003 0.001 -0.004 0.000
H -3.037 0.690 2.059 -0.009 -0.002 -0.001 -0.001
H 5.149 2.149 -2.406 0.000 0.007 0.007 0.001
H 5.205 0.849 -4.408 0.001 0.001 -0.003 0.001
H 3.615 0.354 -5.016 0.001 -0.002 0.000 0.000
H 4.611 -0.797 -4.143 0.003 0.004 0.002 -0.001
H 3.829 2.017 1.875 0.002 0.006 0.003 -0.001
H 2.532 3.130 1.425 0.010 -0.005 0.002 -0.001
H 4.061 3.758 2.055 -0.006 0.003 0.000 0.000
H 6.014 1.931 0.433 -0.003 0.002 0.004 0.000
H 6.119 3.645 0.830 -0.001 -0.002 -0.001 0.000
H 6.226 3.142 -0.843 -0.005 -0.008 -0.006 0.000
H 2.784 4.598 -0.665 -0.029 0.003 0.005 0.000
H 4.283 4.550 -1.605 -0.001 0.007 0.005 -0.001
H 4.280 5.250 0.014 -0.004 -0.002 -0.004 0.000
H 0.783 4.133 0.450 0.029 0.013 -0.009 -0.002
H -0.550 3.677 1.505 0.023 0.041 -0.068 0.002
H -0.164 5.388 1.264 -0.004 -0.003 0.004 0.000
H 0.313 5.377 -1.743 -0.005 0.005 -0.003 -0.001
H -0.666 6.554 -0.861 0.002 -0.003 0.000 0.000
H -1.352 5.707 -2.241 -0.011 -0.005 -0.002 0.000
H -2.975 4.060 0.745 -0.005 0.011 0.004 0.000
H -3.294 4.990 -0.726 0.007 -0.004 0.003 0.000
H -2.553 5.772 0.662 -0.006 0.000 -0.006 0.000
C -5.309 -2.551 -0.665 0.002 -0.018 0.012 0.001
N -4.025 -1.905 -0.449 -0.012 -0.003 -0.034 0.004
C -2.864 -2.291 -1.001 -0.021 0.082 0.020 -0.027
N -2.882 -3.318 -1.864 0.064 -0.054 0.011 0.010
O -1.815 -1.652 -0.714 0.060 -0.020 0.111 0.057
H -6.059 -2.032 -0.076 -0.003 0.004 -0.005 0.000
H -5.291 -3.593 -0.339 0.004 0.003 -0.001 0.000
H -5.609 -2.501 -1.713 -0.001 0.002 0.001 0.000
H -3.960 -1.117 0.171 0.016 -0.002 0.006 -0.001
H -3.720 -3.853 -2.013 0.002 -0.007 -0.011 0.000
H -2.001 -3.723 -2.155 -0.022 0.016 0.010 -0.004
O -0.085 -4.200 -1.748 -0.033 0.096 0.056 0.037
C -0.088 -4.443 -0.516 0.047 0.043 -0.054 -0.003
O 0.156 -3.513 0.337 -0.034 -0.102 0.022 0.179
C -0.427 -5.800 -0.019 0.018 -0.005 0.000 0.010
C -0.394 -6.091 1.343 -0.002 0.008 0.013 0.005
C -0.712 -7.362 1.792 -0.002 -0.008 0.003 -0.002
C -1.079 -8.348 0.887 -0.005 -0.004 -0.001 0.001
C -1.116 -8.031 -0.458 -0.027 -0.002 -0.003 0.000
C -0.790 -6.779 -0.935 0.003 -0.009 -0.023 -0.002
N -1.527 -9.069 -1.431 0.083 -0.034 -0.052 0.000
O -1.616 -8.733 -2.593 -0.023 0.019 0.035 0.000
O -1.740 -10.179 -1.000 -0.023 0.025 0.028 0.000
H -0.117 -5.313 2.042 0.003 -0.003 -0.003 0.001
H -0.679 -7.590 2.848 -0.002 0.000 -0.001 0.000
H -1.335 -9.348 1.206 -0.002 -0.001 -0.001 0.000
H -0.811 -6.579 -1.996 -0.008 0.007 0.003 -0.002
```
Forces are in eV/Å.